No. 1
2 unconnected molecules or ions with the total composition C4H13N2O2, computed with wB97M-V/def2-TZVPD.

Each line ends with the Löwdin charge.
Positions of all 21 atoms, in Å:
C: -0.624 0.629 1.087  -0.424
O: -1.773 -0.088 1.187  -0.311
C: 0.530 -0.185 0.416  -0.404
C: 0.334 -0.172 -1.115  -0.199
C: 1.103 0.933 -1.804  -0.304
N: 1.126 0.832 -3.275  -0.028
N: 0.522 -1.575 0.878  0.013
H: -0.254 0.994 2.068  0.094
H: -0.750 1.542 0.466  0.085
H: 1.491 0.268 0.637  0.114
H: 0.633 -1.144 -1.484  0.094
H: -0.740 -0.051 -1.301  0.113
H: 0.689 1.920 -1.557  0.108
H: 2.135 0.943 -1.440  0.095
H: 0.398 1.398 -3.684  0.044
H: 0.963 -0.125 -3.553  0.045
H: 0.649 -1.538 1.891  0.061
H: -0.426 -1.906 0.724  0.057
H: -1.823 -1.593 3.601  -0.025
H: -2.024 -0.390 2.624  -0.023
O: -2.161 -0.693 3.634  -0.203

Properties
total charge: -1
E_HOMO: -0.13371 Ha
relative energy (zero: lowest compared OMol25 entry of this formula, charge and spin): 4.1 kcal per mole
max |F|: 1.07 eV/Å
gap between HOMO and LUMO: 7.4922 eV
2S+1: 1
LUMO: 3.85 eV
E: -420.21235 a.u.

---

No. 2
2 unconnected molecules or ions with the total composition C4H13N2O2, computed with wB97M-V/def2-TZVPD.

Each line ends with the Löwdin charge.
Positions of all 21 atoms, in Å:
N: 1.310 -0.812 -0.116  0.139
C: 0.536 -0.097 0.971  -0.349
C: 0.206 1.295 0.782  0.199
C: -0.753 1.759 -0.257  -0.161
O: -0.023 2.058 -1.469  -0.026
C: -0.718 -1.020 1.190  -0.220
N: -0.418 -2.353 1.554  0.095
H: 0.907 1.828 -1.334  0.104
H: 0.741 -0.734 -0.966  0.044
H: 2.175 -0.340 -0.350  0.097
H: 1.172 -0.200 1.853  0.150
H: -1.505 0.985 -0.442  0.135
H: 0.594 2.014 1.501  0.157
H: -1.275 2.668 0.045  0.144
H: -1.353 -0.512 1.918  0.138
H: -1.252 -1.027 0.228  0.127
H: 0.443 -2.680 1.119  0.096
H: -0.394 -2.512 2.553  0.104
H: -0.204 -0.521 -3.611  0.078
H: -0.159 0.576 -2.501  0.010
O: -0.027 -0.374 -2.668  -0.061

Properties
total charge: +1
E_HOMO: -0.50976 Ha
relative energy (zero: lowest compared OMol25 entry of this formula, charge and spin): 123.7 kcal per mole
max |F|: 2.36 eV/Å
gap between HOMO and LUMO: 6.3560 eV
2S+1: 1
LUMO: -7.52 eV
E: -419.82827 a.u.

---

No. 3
2 unconnected molecules or ions with the total composition C4H13N2O2, computed with wB97M-V/def2-TZVPD.

Each line ends with the Löwdin charge.
Positions of all 21 atoms, in Å:
N: 1.228 -1.934 0.665  0.175
C: 0.230 -0.837 0.653  -0.043
C: 0.918 0.323 -0.102  -0.476
N: 0.185 1.394 -0.377  0.087
C: -1.096 1.700 0.251  -0.236
C: -1.377 3.190 0.161  -0.072
O: 2.071 0.155 -0.473  0.068
H: 1.734 -1.941 -0.231  0.150
H: 0.846 -2.868 0.784  0.156
H: 1.875 -1.782 1.423  0.171
H: -0.620 -1.123 0.043  0.139
H: -0.014 -0.579 1.682  0.142
H: 0.682 2.174 -0.777  0.158
H: -1.877 1.073 -0.187  0.122
H: -1.099 1.468 1.324  0.118
H: -2.406 3.440 0.388  0.084
H: -1.150 3.595 -0.825  0.081
H: -0.713 3.746 0.830  0.088
H: 0.469 -4.426 -1.447  0.060
H: -0.123 -3.273 -2.326  0.065
O: 0.236 -3.494 -1.460  -0.037

Properties
total charge: +1
E_HOMO: -0.50652 Ha
relative energy (zero: lowest compared OMol25 entry of this formula, charge and spin): 25.7 kcal per mole
max |F|: 0.83 eV/Å
gap between HOMO and LUMO: 10.5774 eV
2S+1: 1
LUMO: -3.21 eV
E: -419.98452 a.u.

---

No. 4
2 unconnected molecules or ions with the total composition C4H13N2O2, computed with wB97M-V/def2-TZVPD.

Each line ends with the Löwdin charge.
Positions of all 21 atoms, in Å:
O: -1.387 -0.587 1.660  0.078
C: -0.249 -0.192 1.507  -0.454
N: 0.739 -0.220 2.456  0.028
C: 1.894 0.655 2.401  -0.057
C: 0.200 0.057 0.077  -0.041
N: -0.917 -0.458 -0.833  0.000
C: -0.449 -1.609 -1.724  0.004
H: 0.427 -0.635 3.321  0.154
H: 1.894 1.241 3.356  0.109
H: 2.840 0.095 2.415  0.099
H: 1.690 1.414 1.648  0.084
H: 0.388 1.122 -0.185  0.140
H: 1.122 -0.407 -0.297  0.136
H: -1.139 0.289 -1.519  0.086
H: -1.656 -0.764 -0.168  0.152
H: -1.178 -1.615 -2.532  0.092
H: -0.531 -2.594 -1.166  0.129
H: 0.531 -1.473 -2.231  0.110
H: -0.792 1.819 -3.264  0.080
H: -2.139 2.161 -2.473  0.091
O: -1.288 1.700 -2.450  -0.019

Properties
total charge: +1
E_HOMO: -0.50181 Ha
relative energy (zero: lowest compared OMol25 entry of this formula, charge and spin): 37.8 kcal per mole
max |F|: 2.45 eV/Å
gap between HOMO and LUMO: 10.7371 eV
2S+1: 1
LUMO: -2.92 eV
E: -419.96522 a.u.

---

No. 5
2 unconnected molecules or ions with the total composition C4H13N2O2, computed with wB97M-V/def2-TZVPD.

Each line ends with the Löwdin charge.
Positions of all 21 atoms, in Å:
C: 1.321 -0.039 -1.746  -0.025
C: 1.425 1.089 0.419  0.020
C: -2.539 0.834 0.614  -0.070
C: 0.505 -1.245 0.180  -0.476
N: 0.478 -2.428 -0.321  0.265
N: 0.954 -0.120 -0.343  -0.112
O: -0.168 -1.183 1.289  0.141
O: -1.246 1.031 1.161  -0.152
H: 2.289 -0.313 -2.092  0.086
H: 0.427 -0.573 -2.245  0.134
H: 1.296 1.046 -2.016  0.108
H: 2.517 1.256 0.274  0.124
H: 0.988 1.879 -0.131  0.070
H: 0.925 1.105 1.427  0.108
H: -2.973 1.855 0.554  0.107
H: -3.095 -0.105 1.131  0.150
H: -2.225 0.524 -0.432  0.102
H: 0.955 -2.811 -1.143  0.161
H: -0.026 -3.120 0.165  0.134
H: -1.217 1.600 1.869  0.077
H: -0.590 -0.281 1.383  0.047

Properties
total charge: +1
E_HOMO: -0.52679 Ha
relative energy (zero: lowest compared OMol25 entry of this formula, charge and spin): 63.4 kcal per mole
max |F|: 3.96 eV/Å
gap between HOMO and LUMO: 11.6166 eV
2S+1: 1
LUMO: -2.72 eV
E: -419.92436 a.u.

---

No. 6
2 unconnected molecules or ions with the total composition C4H13N2O2, computed with wB97M-V/def2-TZVPD.

Each line ends with the Löwdin charge.
Positions of all 21 atoms, in Å:
O: -2.479 -0.134 0.076  0.060
C: -1.858 -0.503 -0.932  -0.401
N: -2.580 -0.951 -2.115  0.137
C: -0.255 -0.473 -0.997  -0.191
N: 0.034 0.957 -0.335  0.098
C: 1.565 0.917 0.164  -0.012
C: 0.347 -1.360 0.014  -0.082
H: -3.521 -0.421 -2.183  0.159
H: -2.042 -1.035 -2.965  0.081
H: 0.041 -0.326 -2.085  0.172
H: -0.015 1.650 -1.009  0.132
H: -0.542 1.018 0.490  0.141
H: 2.248 1.013 -0.715  0.117
H: 1.910 1.812 0.741  0.100
H: 1.635 0.053 0.864  0.052
H: 0.006 -2.436 0.017  0.130
H: 1.486 -1.395 -0.038  0.116
H: -0.120 -0.953 0.968  0.122
H: 2.062 1.245 3.349  0.082
H: 0.844 0.443 3.754  0.090
O: 1.235 0.876 2.937  -0.103

Properties
total charge: +1
E_HOMO: -0.52303 Ha
relative energy (zero: lowest compared OMol25 entry of this formula, charge and spin): 73.8 kcal per mole
max |F|: 5.22 eV/Å
gap between HOMO and LUMO: 11.2862 eV
2S+1: 1
LUMO: -2.95 eV
E: -419.90778 a.u.

---

No. 7
A single C4H13N2O2P molecule, computed with wB97M-V/def2-TZVPD.

Each line ends with the Löwdin charge.
Positions of all 22 atoms, in Å:
C: -2.390 -0.277 -0.469  -0.194
C: -1.416 1.857 0.456  -0.102
C: 1.206 -2.633 0.132  -0.172
C: -1.144 0.293 0.210  -0.530
N: 2.610 1.213 0.370  -0.172
N: 1.402 1.150 -0.373  -0.229
O: 3.686 0.506 -0.154  -0.099
O: 0.875 -1.289 0.450  -0.438
P: 0.353 -0.258 -0.814  1.006
H: -2.418 -1.383 -0.668  0.070
H: -3.355 -0.207 0.047  0.063
H: -2.651 0.119 -1.516  0.093
H: -2.306 1.785 1.119  0.072
H: -1.875 2.176 -0.442  0.035
H: -0.524 2.429 0.883  0.085
H: 0.662 -2.988 -0.757  0.070
H: 1.064 -3.325 0.922  0.068
H: 2.227 -2.663 -0.163  0.064
H: -0.888 -0.165 1.143  0.075
H: 4.521 0.992 -0.041  0.089
H: 2.492 0.809 1.277  0.095
H: 1.442 1.809 -1.118  0.051

Properties
E_HOMO: -0.30212 Ha
SMILES string: COP(NNO)C(C)C
relative energy (zero: lowest compared OMol25 entry of this formula, charge and spin): 96.1 kcal per mole
max |F|: 2.77 eV/Å
gap between HOMO and LUMO: 9.2385 eV
2S+1: 1
LUMO: 1.02 eV
E: -761.42644 a.u.

---

No. 8
A gas-phase ion, C4H13N2S (charge +1), computed with wB97M-V/def2-TZVPD.

Each line ends with the Löwdin charge.
Positions of all 20 atoms, in Å:
N: -0.884 1.810 0.460  0.162
C: -0.265 0.610 -0.268  -0.308
C: -1.309 -0.006 -1.217  -0.455
S: -2.762 1.060 -1.586  0.805
C: 0.228 -0.409 0.750  -0.226
N: 1.068 -1.426 0.131  -0.102
C: 2.361 -1.614 0.840  -0.089
H: -1.619 2.201 -0.153  0.052
H: -1.260 1.672 1.392  0.165
H: -0.146 2.490 0.629  0.167
H: 0.550 1.106 -0.791  0.155
H: -1.599 -1.025 -0.975  0.083
H: -0.779 -0.153 -2.161  0.090
H: -2.322 1.440 -2.785  -0.106
H: -0.657 -0.860 1.218  0.134
H: 0.751 0.119 1.553  0.121
H: 0.566 -2.292 0.071  0.104
H: 2.238 -2.076 1.813  0.085
H: 3.065 -2.038 0.127  0.085
H: 2.775 -0.609 0.950  0.077

Properties
total charge: +1
E_HOMO: -0.47495 Ha
SMILES string: CNC[C@H]([NH3+])CS
relative energy (zero: lowest compared OMol25 entry of this formula, charge and spin): 30.6 kcal per mole
max |F|: 1.82 eV/Å
gap between HOMO and LUMO: 9.5838 eV
2S+1: 1
LUMO: -3.34 eV
E: -667.63108 a.u.

---

No. 9
A molecular structure, C4H13N2Si, computed with wB97M-V/def2-TZVPD.

Each line ends with the Löwdin charge.
Positions of all 20 atoms, in Å:
C: 0.594 0.469 0.342  -0.281
C: 2.821 1.100 0.120  -0.110
C: -0.486 -2.303 -0.299  0.036
C: -0.673 0.120 -0.289  -0.451
N: 1.572 0.747 -0.386  0.011
N: -1.144 -1.125 0.376  -0.003
Si: -2.025 1.545 -0.062  0.755
H: 0.805 0.564 1.397  0.135
H: 3.468 0.409 -0.292  0.078
H: 2.962 1.328 1.125  0.076
H: 3.267 1.941 -0.292  0.077
H: 0.498 -2.090 -0.280  0.071
H: -0.899 -3.166 0.033  0.080
H: -0.662 -2.372 -1.326  0.095
H: -0.377 -0.034 -1.636  0.250
H: -0.853 -1.217 1.393  0.211
H: -2.130 -1.116 0.287  0.123
H: -1.358 2.649 -0.794  -0.034
H: -2.190 1.618 1.353  -0.070
H: -3.188 0.932 -0.769  -0.050

Properties
total charge: +1
E_HOMO: -0.49565 Ha
relative energy (zero: lowest compared OMol25 entry of this formula, charge and spin): 111.3 kcal per mole
max |F|: 4.61 eV/Å
gap between HOMO and LUMO: 10.0883 eV
2S+1: 1
LUMO: -3.40 eV
E: -558.82727 a.u.

---

No. 10
2 unconnected molecules or ions with the total composition C4H13N3, computed with wB97M-V/def2-TZVPD.

Each line ends with the Löwdin charge.
Positions of all 20 atoms, in Å:
C: -2.359 0.001 1.768  -0.191
C: -1.595 0.663 -0.463  -0.142
C: 2.197 0.777 0.071  -0.053
C: 2.237 -1.479 -1.169  -0.049
N: 0.736 0.228 -1.679  0.083
N: -2.693 -0.024 0.358  -0.214
N: 1.668 -0.116 -0.990  -0.413
H: -1.476 -0.660 1.828  0.067
H: -2.270 1.058 2.178  0.091
H: -3.162 -0.700 2.135  0.086
H: -1.557 0.277 -1.456  0.033
H: -1.590 1.737 -0.301  0.069
H: -0.649 0.163 -0.040  0.051
H: 1.557 1.630 0.003  0.057
H: 2.069 0.260 1.127  0.124
H: 3.214 1.145 -0.125  0.077
H: 1.871 -1.817 -2.099  0.055
H: 3.365 -1.390 -1.034  0.093
H: 2.020 -2.172 -0.288  0.098
H: -3.586 0.419 0.176  0.079

Properties
E_HOMO: -0.28760 Ha
relative energy (zero: lowest compared OMol25 entry of this formula, charge and spin): 102.2 kcal per mole
max |F|: 4.01 eV/Å
gap between HOMO and LUMO: 8.6138 eV
2S+1: 1
LUMO: 0.79 eV
E: -324.31201 a.u.

---

No. 11
A single C4H13N3 molecule, computed with wB97M-V/def2-TZVPD.

Each line ends with the Löwdin charge.
Positions of all 20 atoms, in Å:
C: 1.271 0.600 -0.260  -0.234
N: 0.839 0.243 1.070  -0.128
C: 0.022 -0.976 1.144  -0.263
C: -1.197 -0.433 1.790  -0.295
N: -2.343 -0.239 0.769  -0.038
C: 0.323 0.744 -1.595  -0.258
N: 1.086 0.392 -2.833  -0.063
H: 1.832 -0.410 -0.732  0.130
H: 2.062 1.292 -0.281  0.070
H: 1.718 0.082 1.637  0.133
H: 0.637 -1.679 1.815  0.137
H: -0.296 -1.443 0.193  0.103
H: -1.511 -1.125 2.597  0.087
H: -0.973 0.657 2.301  0.154
H: -2.496 -1.003 0.094  0.052
H: -3.173 -0.251 1.435  0.075
H: -0.423 1.584 -1.553  0.110
H: -0.244 -0.203 -1.384  0.069
H: 1.185 -0.651 -2.868  0.068
H: 2.099 0.769 -2.769  0.091

Properties
E_HOMO: -0.31119 Ha
SMILES string: NCCNCCN
relative energy (zero: lowest compared OMol25 entry of this formula, charge and spin): 78.1 kcal per mole
max |F|: 5.52 eV/Å
gap between HOMO and LUMO: 9.4031 eV
2S+1: 1
LUMO: 0.94 eV
E: -324.35045 a.u.

---

No. 12
2 unconnected molecules or ions with the total composition C4H13N3, computed with wB97M-V/def2-TZVPD.

Each line ends with the Löwdin charge.
Positions of all 20 atoms, in Å:
C: -1.224 1.271 0.757  -0.120
C: -0.344 0.601 -1.386  -0.123
N: -0.226 0.484 0.058  -0.307
C: 2.307 0.674 0.411  -0.141
N: 2.612 -0.457 -0.093  0.015
H: 3.605 -0.605 -0.278  0.046
H: 2.999 1.528 0.439  0.063
H: -1.048 2.334 0.582  0.081
H: -2.252 1.030 0.457  0.073
H: -0.153 1.637 -1.677  0.082
H: -1.350 0.356 -1.749  0.074
H: 0.408 -0.035 -1.850  0.072
H: -1.119 1.074 1.822  0.077
C: -1.328 -1.895 0.160  -0.145
N: -0.292 -0.977 0.598  -0.072
H: 0.616 -1.364 0.342  0.054
H: 1.587 0.806 1.226  0.061
H: -2.303 -1.519 0.474  0.067
H: -1.154 -2.864 0.633  0.078
H: -1.341 -2.079 -0.924  0.066

Properties
E_HOMO: -0.30528 Ha
SMILES string: CNN(C)C.C=N
relative energy (zero: lowest compared OMol25 entry of this formula, charge and spin): 83.2 kcal per mole
max |F|: 2.93 eV/Å
gap between HOMO and LUMO: 9.3773 eV
2S+1: 1
LUMO: 1.07 eV
E: -324.34242 a.u.